[1]
# C26H48OP2Sm

C26H48OP2Sm as an isolated structure (ωB97M-V/def2-TZVPD, the Open Molecules 2025 dataset).

Output
Expectation value of S²: 8.765
LUMO energy (alpha / beta), eV: -3.46 / -3.44

The geometry in ORCA input format:
```
! wB97M-V def2-TZVPD RIJCOSX def2/J DEFGRID3
* xyz 1 6
Sm -0.236 0.913 -2.182
C -0.907 -1.355 0.529
C 0.342 -1.609 -0.121
C 0.734 -0.241 1.689
C -0.658 -0.496 1.627
C 1.358 -0.907 0.598
C -2.216 -1.966 0.210
H -2.263 -2.332 -0.821
H -3.033 -1.243 0.353
H -2.424 -2.826 0.870
C -1.669 0.018 2.577
H -2.558 -0.624 2.586
H -1.997 1.035 2.305
H -1.263 0.065 3.596
C 1.421 0.532 2.741
H 0.941 0.372 3.718
H 1.388 1.610 2.531
H 2.472 0.235 2.820
C 2.806 -0.940 0.323
H 3.268 -1.874 0.689
H 3.311 -0.105 0.827
H 3.029 -0.858 -0.752
C 0.568 -2.535 -1.258
H 0.799 -3.555 -0.904
H 1.415 -2.218 -1.885
H -0.321 -2.621 -1.904
C -1.743 1.451 -3.834
C -1.996 0.500 -5.045
C -0.952 -0.304 -5.841
C 0.524 -0.152 -5.478
C 0.807 -0.251 -3.936
C 1.622 1.003 -3.472
C 1.014 2.421 -3.647
C -0.427 2.536 -4.166
H -1.083 -0.013 -6.898
H 0.922 0.797 -5.880
H -1.203 -1.382 -5.832
H -0.414 2.580 -5.262
H -2.486 2.262 -3.891
H -2.604 1.047 -5.783
H -0.824 3.518 -3.860
H 1.115 3.030 -2.719
H 2.442 0.962 -4.230
H 1.660 2.963 -4.348
H 1.107 -0.945 -5.968
H 1.517 -1.081 -3.815
P -3.274 -0.506 -4.128
C -4.975 -0.085 -4.176
C -2.799 -2.203 -3.843
P 3.916 0.898 -2.825
C -2.433 0.475 -2.834
C 4.610 -0.273 -4.031
C 4.430 2.487 -3.529
H -5.203 0.513 -3.277
H -5.587 -1.006 -4.151
H -5.243 0.494 -5.077
H -1.849 -2.496 -4.320
H -3.589 -2.867 -4.233
H -2.703 -2.373 -2.758
H 3.791 2.808 -4.360
H 5.482 2.453 -3.832
H 4.328 3.223 -2.720
H -3.000 0.918 -1.989
H -0.122 -0.714 -3.469
H 5.497 -0.710 -3.549
H 4.894 0.173 -4.990
H 3.897 -1.093 -4.200
C -2.067 3.922 -0.053
C -0.571 3.651 -0.045
C -0.028 3.502 1.362
O -0.280 2.504 -0.796
H -2.616 3.051 0.344
H -2.420 4.118 -1.072
H -2.289 4.797 0.572
H -0.056 4.505 -0.515
H -0.500 2.638 1.858
H 1.055 3.337 1.342
H -0.246 4.406 1.941
*
```

Quick look at the Löwdin charges, all values in e:
1 Sm 1.522
2 C -0.275
3 C -0.303
4 C -0.244
5 C -0.254
6 C -0.266
7 C -0.075
8 H 0.028
9 H 0.072
10 H 0.090
11 C -0.055
12 H 0.071
13 H 0.063
14 H 0.075
15 C -0.053
16 H 0.079
17 H 0.049
18 H 0.072
19 C -0.085
20 H 0.086
21 H 0.071
22 H 0.009
23 C -0.091
24 H 0.090
25 H 0.049
26 H 0.048
27 C -0.424
28 C -0.324
29 C -0.177
30 C -0.151
31 C -0.293
32 C -0.417
33 C -0.290
34 C -0.103
35 H 0.127
36 H 0.119
37 H 0.099
38 H 0.125
39 H 0.130
40 H 0.125
41 H 0.126
42 H 0.110
43 H 0.034
44 H 0.124
45 H 0.128
46 H 0.107
47 P 0.961
48 C -0.166
49 C -0.166
50 P 1.025
51 C -0.377
52 C -0.308
53 C -0.312
54 H 0.079
55 H 0.075
56 H 0.078
57 H 0.061
58 H 0.070
59 H 0.045
60 H 0.041
61 H 0.061
62 H 0.048
63 H 0.078
64 H 0.075
65 H 0.058
66 H 0.052
67 H 0.041
68 C -0.058
69 C -0.553
70 C -0.054
71 O -0.400
72 H 0.084
73 H 0.066
74 H 0.085
75 H 0.130
76 H 0.071
77 H 0.078
78 H 0.088



[2]
# C26H49BI2N3O5

C26H49BI2N3O5 as an isolated structure (ωB97M-V/def2-TZVPD, the Open Molecules 2025 dataset).

Output
LUMO energy, eV: 2.05

The geometry in ORCA input format:
```
! wB97M-V def2-TZVPD RIJCOSX def2/J DEFGRID3
* xyz -1 1
C -0.391 -3.459 -4.401
N -1.110 -3.392 -3.118
C -0.363 -2.571 -2.163
C -1.071 -2.403 -0.774
C -0.595 -3.265 0.420
I -0.130 -5.280 -0.201
C 0.584 -2.660 1.226
C 1.932 -2.592 0.477
I 0.900 -3.947 2.989
O -2.388 -2.910 -1.011
B -3.382 -1.778 -1.115
C -4.455 -1.845 0.157
C -4.851 -0.465 0.711
C -5.866 0.249 -0.185
N -7.123 -0.501 -0.285
C -4.228 -2.132 -2.505
C -3.997 -1.150 -3.675
C -4.164 -1.783 -5.091
C -2.935 -1.420 -5.970
C -5.400 -1.176 -5.804
O -2.537 -0.560 -1.159
C -1.478 -0.944 -0.353
C -0.406 0.080 -0.083
C -0.606 0.996 0.928
C 0.306 1.943 1.282
C 1.489 1.945 0.554
C 1.612 1.004 -0.429
N 0.728 0.082 -0.782
H 0.145 -2.523 -4.563
H 0.306 -4.313 -4.458
H -1.124 -3.629 -5.196
H -1.156 -4.344 -2.777
H -0.183 -1.596 -2.622
H 0.632 -3.043 -2.058
H -1.445 -3.320 1.096
H 0.345 -1.694 1.664
H 2.678 -3.174 1.018
H 2.338 -1.581 0.437
H 1.897 -3.004 -0.529
H -5.325 -2.471 -0.060
H -3.917 -2.360 0.973
H -3.989 0.205 0.815
H -5.289 -0.580 1.713
H -5.398 0.454 -1.159
H -6.084 1.228 0.260
H -7.786 0.055 -0.814
H -6.971 -1.361 -0.799
H -5.315 -2.130 -2.318
H -3.980 -3.158 -2.791
H -4.741 -0.349 -3.585
H -3.002 -0.700 -3.643
H -4.278 -2.868 -5.063
H -3.114 -0.473 -6.489
H -2.771 -2.170 -6.753
H -2.024 -1.307 -5.382
H -5.163 -0.221 -6.282
H -6.220 -0.998 -5.103
H -5.737 -1.854 -6.598
H -1.920 -1.129 0.654
H -1.545 0.948 1.474
H 0.136 2.631 2.099
H 2.287 2.639 0.781
H 2.553 1.003 -0.984
C 3.115 3.334 3.781
O 4.421 2.808 3.907
C 5.178 2.772 2.712
C 6.511 3.498 2.806
O 6.484 4.894 3.062
C 5.948 5.376 4.283
C 6.658 4.990 5.571
O 6.694 3.596 5.815
C 7.985 3.039 5.959
H 2.389 2.520 3.708
H 2.894 3.914 4.681
H 3.012 4.004 2.923
H 4.606 3.160 1.863
H 5.400 1.718 2.505
H 6.984 3.402 1.824
H 7.185 2.995 3.501
H 4.881 5.157 4.342
H 6.012 6.466 4.210
H 6.100 5.446 6.397
H 7.667 5.417 5.576
H 8.746 3.622 5.431
H 7.969 2.036 5.528
H 8.245 2.957 7.018
*
```

Quick look at the Löwdin charges, all values in e:
1 C -0.133
2 N -0.096
3 C -0.181
4 C -0.405
5 C -0.662
6 I 0.891
7 C -0.737
8 C -0.193
9 I 0.711
10 O -0.060
11 B -0.791
12 C -0.099
13 C -0.226
14 C -0.299
15 N -0.008
16 C -0.078
17 C -0.189
18 C -0.392
19 C -0.096
20 C -0.103
21 O 0.058
22 C -0.252
23 C -0.198
24 C -0.024
25 C -0.067
26 C -0.080
27 C -0.168
28 N 0.153
29 H 0.072
30 H 0.069
31 H 0.058
32 H 0.043
33 H 0.112
34 H 0.072
35 H 0.074
36 H 0.060
37 H 0.020
38 H 0.058
39 H 0.037
40 H 0.082
41 H 0.085
42 H 0.090
43 H 0.097
44 H 0.105
45 H 0.099
46 H 0.050
47 H 0.041
48 H 0.073
49 H 0.088
50 H 0.096
51 H 0.092
52 H 0.119
53 H 0.061
54 H 0.066
55 H 0.052
56 H 0.061
57 H 0.066
58 H 0.065
59 H 0.146
60 H 0.122
61 H 0.104
62 H 0.082
63 H 0.108
64 C -0.113
65 O -0.186
66 C -0.190
67 C -0.177
68 O -0.116
69 C -0.182
70 C -0.194
71 O -0.190
72 C -0.114
73 H 0.084
74 H 0.085
75 H 0.086
76 H 0.113
77 H 0.130
78 H 0.128
79 H 0.101
80 H 0.102
81 H 0.127
82 H 0.125
83 H 0.119
84 H 0.087
85 H 0.086
86 H 0.085



[3]
# C26H49BrFInNO9S

C26H49BrFInNO9S as an isolated structure (ωB97M-V/def2-TZVPD, the Open Molecules 2025 dataset).

Output
LUMO energy, eV: 1.99

The geometry in ORCA input format:
```
! wB97M-V def2-TZVPD RIJCOSX def2/J DEFGRID3
* xyz -1 1
C 4.262 2.776 2.455
C 3.280 2.460 3.549
O 3.678 2.004 4.603
O 1.984 2.767 3.347
C 1.171 1.750 2.715
C 1.472 0.315 3.151
In 2.773 -0.792 1.728
S 1.499 -2.745 0.843
Br 3.246 0.737 -0.321
C 4.588 -1.567 2.816
O 4.519 -2.652 3.332
N 5.896 -0.844 3.034
C 6.649 -0.702 1.905
O 6.349 -0.899 0.761
F 7.915 -0.340 2.212
H 4.578 1.880 1.945
H 3.898 3.530 1.774
H 5.127 3.182 2.965
H 0.158 1.990 3.014
H 1.192 1.839 1.633
H 1.814 0.268 4.176
H 0.528 -0.216 3.121
H 0.601 -2.130 0.060
H 5.769 0.018 3.549
C -2.265 -4.074 -3.413
C -1.486 -5.161 -2.681
C -0.152 -4.472 -2.423
O -0.440 -3.078 -2.282
C -1.783 -2.823 -2.700
H -3.344 -4.195 -3.365
H -1.971 -4.042 -4.464
H -1.976 -5.396 -1.733
H -1.382 -6.086 -3.249
H 0.532 -4.594 -3.271
H 0.346 -4.830 -1.522
H -2.388 -2.619 -1.808
H -1.800 -1.940 -3.341
C 0.154 5.258 -1.720
C 0.996 4.667 -2.847
C 1.454 3.349 -2.235
O 0.410 2.940 -1.345
C -0.507 4.011 -1.148
H -0.567 6.005 -2.051
H 0.803 5.717 -0.970
H 0.368 4.481 -3.723
H 1.827 5.301 -3.154
H 2.372 3.475 -1.654
H 1.622 2.569 -2.976
H -1.436 3.776 -1.682
H -0.732 4.099 -0.084
C 6.106 3.328 7.690
C 6.736 4.631 8.175
C 6.632 5.504 6.931
O 5.467 5.076 6.231
C 4.995 3.834 6.782
H 5.736 2.693 8.494
H 6.834 2.754 7.110
H 6.137 5.056 8.984
H 7.760 4.522 8.531
H 7.501 5.366 6.277
H 6.543 6.567 7.166
H 4.080 4.035 7.350
H 4.754 3.143 5.973
C -5.259 -0.738 -6.248
C -5.781 -2.076 -6.762
C -4.627 -3.010 -6.420
O -4.014 -2.481 -5.245
C -4.506 -1.163 -4.995
H -6.043 -0.010 -6.044
H -4.568 -0.302 -6.972
H -6.676 -2.366 -6.206
H -6.026 -2.076 -7.824
H -3.880 -3.030 -7.222
H -4.953 -4.033 -6.226
H -5.172 -1.206 -4.127
H -3.674 -0.500 -4.757
C -7.468 -3.501 -1.588
C -7.145 -3.620 -0.102
C -5.849 -4.416 -0.130
O -5.183 -4.066 -1.346
C -6.079 -3.342 -2.193
H -8.131 -2.671 -1.829
H -7.931 -4.424 -1.946
H -6.968 -2.629 0.322
H -7.927 -4.105 0.481
H -6.043 -5.495 -0.142
H -5.195 -4.192 0.713
H -5.768 -2.292 -2.202
H -6.013 -3.730 -3.211
*
```

Quick look at the Löwdin charges, all values in e:
1 C 0.003
2 C -0.529
3 O 0.071
4 O -0.023
5 C -0.266
6 C -0.252
7 In 0.274
8 S 0.195
9 Br 0.089
10 C -0.407
11 O 0.015
12 N 0.097
13 C -0.579
14 O 0.109
15 F 0.082
16 H 0.019
17 H 0.083
18 H 0.085
19 H 0.106
20 H 0.070
21 H 0.037
22 H 0.031
23 H -0.289
24 H 0.123
25 C -0.185
26 C -0.165
27 C -0.203
28 O -0.151
29 C -0.197
30 H 0.088
31 H 0.109
32 H 0.112
33 H 0.106
34 H 0.116
35 H 0.104
36 H 0.119
37 H 0.110
38 C -0.178
39 C -0.176
40 C -0.229
41 O -0.154
42 C -0.215
43 H 0.105
44 H 0.112
45 H 0.109
46 H 0.107
47 H 0.092
48 H 0.116
49 H 0.113
50 H 0.114
51 C -0.169
52 C -0.180
53 C -0.220
54 O -0.142
55 C -0.189
56 H 0.110
57 H 0.114
58 H 0.109
59 H 0.106
60 H 0.114
61 H 0.111
62 H 0.121
63 H 0.085
64 C -0.167
65 C -0.172
66 C -0.201
67 O -0.162
68 C -0.197
69 H 0.111
70 H 0.114
71 H 0.110
72 H 0.109
73 H 0.119
74 H 0.117
75 H 0.101
76 H 0.120
77 C -0.171
78 C -0.172
79 C -0.200
80 O -0.145
81 C -0.209
82 H 0.109
83 H 0.112
84 H 0.114
85 H 0.109
86 H 0.117
87 H 0.120
88 H 0.111
89 H 0.114



[4]
# C26H49Cl32F3O2PS

A 17-piece molecular cluster, C26H49Cl32F3O2PS overall (ωB97M-V/def2-TZVPD, the Open Molecules 2025 dataset).

Output
LUMO energy, eV: 1.50

The geometry in ORCA input format:
```
! wB97M-V def2-TZVPD RIJCOSX def2/J DEFGRID3
* xyz -1 1
C -1.661 1.035 1.526
C -2.183 -0.394 1.371
C -2.591 -0.753 -0.054
C -1.435 -0.790 -1.065
C -0.151 -1.531 -0.638
C 0.049 -2.878 -1.402
C 1.374 -3.591 -1.003
C 2.520 -2.636 -0.653
C 2.593 -2.387 0.833
F 2.036 -3.253 1.698
C 3.205 -1.337 1.339
F 4.197 -0.756 0.662
F 2.948 -0.760 2.497
P -1.221 -3.984 -0.895
O -2.612 -3.661 -1.673
O -1.633 -3.809 0.706
S -0.820 -5.896 -1.214
H -1.281 1.117 2.543
H -0.832 1.269 0.862
H -2.482 1.746 1.458
H -1.517 -1.127 1.814
H -3.090 -0.446 1.978
H -3.275 0.029 -0.406
H -3.178 -1.667 -0.017
H -1.193 0.229 -1.358
H -1.815 -1.274 -1.964
H 0.679 -0.860 -0.865
H -0.108 -1.714 0.444
H 1.703 -4.164 -1.865
H 1.278 -4.329 -0.203
H 3.483 -3.074 -0.926
H 2.467 -1.673 -1.149
H -3.273 -4.248 -1.278
H -0.826 -3.991 1.204
C 1.749 2.426 4.212
Cl 0.341 2.816 5.218
Cl 1.282 2.031 2.561
H 2.411 3.285 4.196
H 2.253 1.572 4.644
C 5.649 -4.686 -3.301
Cl 5.870 -4.940 -1.568
Cl 4.034 -4.085 -3.682
H 6.383 -3.960 -3.637
H 5.794 -5.631 -3.812
C -1.293 5.940 4.005
Cl -0.393 6.678 2.673
Cl -3.023 5.841 3.653
H -0.915 4.938 4.166
H -1.153 6.544 4.893
C 5.312 0.991 -1.485
Cl 3.945 1.998 -1.970
Cl 6.372 0.619 -2.855
H 5.889 1.523 -0.738
H 4.933 0.061 -1.079
C -6.433 1.337 0.392
Cl -5.564 1.040 1.899
Cl -5.334 1.457 -0.983
H -7.122 0.518 0.222
H -6.974 2.272 0.481
C 9.669 -4.308 -0.271
Cl 9.818 -5.928 -0.963
Cl 8.818 -3.205 -1.353
H 9.116 -4.377 0.658
H 10.663 -3.917 -0.089
C -1.201 2.675 -3.770
Cl -0.896 2.491 -2.042
Cl -2.796 3.380 -4.082
H -0.445 3.327 -4.192
H -1.151 1.699 -4.232
C -6.298 5.644 0.921
Cl -5.690 4.261 1.837
Cl -6.920 5.155 -0.663
H -7.099 6.107 1.481
H -5.488 6.350 0.775
C 2.111 1.907 8.755
Cl 2.968 3.241 9.546
Cl 2.909 1.413 7.260
H 2.085 1.060 9.430
H 1.104 2.231 8.520
C 6.540 -0.441 -6.279
Cl 6.444 -2.159 -5.892
Cl 7.932 -0.065 -7.307
H 5.635 -0.147 -6.797
H 6.630 0.098 -5.345
C -3.662 1.158 -7.470
Cl -2.624 0.796 -6.091
Cl -2.728 1.426 -8.949
H -4.332 0.321 -7.628
H -4.228 2.056 -7.250
C -3.459 6.657 -6.081
Cl -3.496 5.015 -6.725
Cl -4.315 7.801 -7.127
H -3.933 6.657 -5.106
H -2.426 6.972 -5.995
C 2.730 -8.126 -1.872
Cl 3.939 -8.317 -3.162
Cl 3.072 -6.735 -0.856
H 1.756 -7.989 -2.330
H 2.737 -9.019 -1.258
C -7.665 8.815 3.163
Cl -7.048 7.437 4.081
Cl -8.289 8.322 1.583
H -8.469 9.277 3.724
H -6.858 9.522 3.011
C 0.161 1.842 11.976
Cl 0.115 0.152 11.458
Cl -0.633 2.908 10.812
H -0.348 1.928 12.928
H 1.197 2.148 12.072
C -2.217 -9.364 -2.747
Cl -3.414 -8.432 -1.849
Cl -0.568 -8.745 -2.557
H -2.241 -10.386 -2.386
H -2.474 -9.333 -3.799
*
```

Löwdin atomic charge list, values in e, 99 entries:
1 C -0.138
2 C -0.273
3 C -0.227
4 C -0.222
5 C -0.258
6 C -0.367
7 C -0.331
8 C -0.141
9 C -0.209
10 F 0.081
11 C -0.326
12 F 0.093
13 F 0.110
14 P 0.232
15 O -0.240
16 O -0.249
17 S 0.179
18 H 0.023
19 H 0.029
20 H 0.057
21 H 0.087
22 H 0.065
23 H 0.034
24 H 0.089
25 H -0.001
26 H 0.091
27 H 0.083
28 H 0.080
29 H 0.040
30 H 0.036
31 H 0.072
32 H 0.104
33 H 0.053
34 H 0.050
35 C -1.013
36 Cl 0.522
37 Cl 0.597
38 H 0.029
39 H -0.026
40 C -1.019
41 Cl 0.475
42 Cl 0.545
43 H -0.023
44 H 0.015
45 C -1.034
46 Cl 0.496
47 Cl 0.490
48 H -0.044
49 H 0.023
50 C -1.012
51 Cl 0.515
52 Cl 0.536
53 H 0.028
54 H -0.003
55 C -1.027
56 Cl 0.523
57 Cl 0.545
58 H 0.025
59 H -0.035
60 C -1.029
61 Cl 0.494
62 Cl 0.492
63 H 0.025
64 H 0.019
65 C -1.008
66 Cl 0.580
67 Cl 0.460
68 H 0.028
69 H -0.031
70 C -1.038
71 Cl 0.518
72 Cl 0.515
73 H -0.077
74 H 0.030
75 C -1.039
76 Cl 0.497
77 Cl 0.551
78 H -0.003
79 H -0.007
80 C -1.031
81 Cl 0.526
82 Cl 0.492
83 H 0.030
84 H -0.059
85 C -1.014
86 Cl 0.553
87 Cl 0.495
88 H 0.026
89 H 0.002
90 C -1.026
91 Cl 0.485
92 Cl 0.494
93 H 0.025
94 H 0.027
95 C -1.023
96 Cl 0.484
97 Cl 0.534
98 H -0.062
99 H 0.025